Density functional theory data (ωB97M-V/def2-TZVPD) for a cluster of 2 separate species, C4H11S in total.

Each line ends with the Löwdin charge.
Cartesian coordinates (Å):
C: -4.121 1.231 -1.955  -0.65
S: -2.917 1.404 -0.499  -0.16
H: -4.395 0.233 -2.085  -0.04
H: -4.890 1.837 -1.797  -0.08
H: -3.559 1.647 -2.715  -0.06
C: 4.404 -1.788 1.163  -0.18
C: 3.102 -1.419 0.478  -0.39
C: 2.149 -0.658 1.300  -0.14
H: 5.041 -0.835 1.441  0.10
H: 5.047 -2.383 0.496  0.05
H: 4.228 -2.500 2.100  0.10
H: 2.690 -2.384 0.052  0.12
H: 3.514 -0.883 -0.400  0.10
H: 2.288 0.425 1.369  0.07
H: 1.125 -1.033 1.156  0.08
H: 2.378 -0.782 2.455  0.10

Its energy relative to the best compared isomer or geometry (same formula, charge and spin) is 191.52 kJ/mol. For the LUMO energy, the calculation gives 3.07 eV. The HOMO energy comes out at -1.90 eV. Its net charge is -1.

Density functional theory data (ωB97M-V/def2-TZVPD) for a structure of composition C23H41As2Cl2N3O9PRbS2.

Each line ends with the Löwdin charge.
Cartesian coordinates (Å):
Rb: 1.566 -1.331 -0.081  0.58
C: 0.281 5.090 -0.136  -0.02
O: -0.358 4.003 0.544  -0.04
C: -1.586 3.686 0.129  -0.57
O: -2.107 4.177 -0.850  0.09
C: -2.191 2.629 0.995  -0.29
C: -3.221 2.967 1.764  -0.33
As: -4.012 1.883 3.199  1.34
C: -5.301 0.781 2.194  -0.29
C: -2.608 0.525 3.433  -0.32
C: -1.567 0.238 2.664  -0.29
As: -1.224 0.914 0.874  1.31
C: -2.583 -0.141 -0.079  -0.25
C: -0.543 -0.870 2.925  -0.76
O: -0.156 -1.477 1.858  -0.33
O: -1.027 -1.643 3.981  -0.12
C: -0.157 -2.663 4.434  -0.05
C: -3.022 -0.237 4.671  -0.59
O: -3.935 -1.022 4.608  0.10
O: -2.517 0.101 5.861  -0.02
C: -1.466 1.069 5.931  -0.04
C: -3.668 4.408 1.807  -0.56
O: -3.069 5.235 2.438  0.13
O: -4.791 4.747 1.151  -0.01
C: -5.325 3.842 0.180  -0.04
H: 1.293 5.125 0.256  0.10
H: -0.246 6.018 0.080  0.10
H: 0.293 4.929 -1.213  0.09
H: -6.277 1.263 2.235  0.02
H: -5.349 -0.170 2.722  0.02
H: -5.003 0.625 1.161  0.01
H: -3.327 -0.528 0.611  0.02
H: -2.067 -0.970 -0.561  0.00
H: -3.056 0.475 -0.846  0.03
H: 0.667 -2.237 5.014  0.09
H: 0.260 -3.227 3.598  0.06
H: -0.749 -3.319 5.066  0.10
H: -1.302 1.244 6.991  0.10
H: -1.761 2.007 5.456  0.09
H: -0.558 0.688 5.468  0.06
H: -6.162 4.365 -0.274  0.10
H: -5.682 2.923 0.644  0.07
H: -4.576 3.611 -0.578  0.08
C: 4.613 -1.634 -5.359  -0.15
C: 3.618 -1.480 -4.212  -0.44
P: 4.029 -2.275 -2.600  0.92
C: 4.407 -4.009 -3.120  -0.42
C: 4.232 -5.008 -1.975  -0.17
C: 5.714 -1.590 -2.278  -0.43
C: 6.345 -2.133 -0.998  -0.16
H: 4.220 -1.182 -6.270  0.07
H: 4.817 -2.684 -5.573  0.06
H: 5.563 -1.148 -5.136  0.06
H: 2.641 -1.883 -4.495  0.06
H: 3.436 -0.423 -3.996  0.07
H: 5.412 -4.072 -3.547  0.08
H: 3.706 -4.252 -3.924  0.08
H: 4.871 -4.764 -1.126  0.05
H: 4.476 -6.021 -2.295  0.07
H: 3.201 -5.002 -1.618  0.04
H: 5.592 -0.505 -2.202  0.08
H: 6.372 -1.781 -3.129  0.07
H: 5.690 -1.984 -0.138  0.07
H: 7.292 -1.633 -0.790  0.07
H: 6.550 -3.201 -1.081  0.06
C: -2.390 2.484 -4.109  -0.06
N: -1.729 1.211 -3.906  -0.05
C: -0.731 0.991 -3.035  -0.92
N: -0.343 2.048 -2.294  0.12
S: -0.013 -0.526 -2.907  0.53
H: -3.189 2.347 -4.833  0.09
H: -1.701 3.238 -4.500  0.09
H: -2.829 2.856 -3.181  0.07
H: -1.965 0.424 -4.484  0.11
H: -0.915 2.878 -2.245  0.06
H: 0.269 1.862 -1.517  0.07
O: 2.353 0.567 1.770  -0.67
S: 1.961 0.538 3.185  0.87
N: 0.687 -0.059 3.647  -0.25
Cl: -0.002 -4.157 -0.839  0.52
C: 0.270 -4.415 0.891  -0.99
Cl: 1.990 -4.326 1.314  0.52
H: -0.086 -5.407 1.147  0.04
H: -0.246 -3.624 1.434  -0.01

Its energy relative to the best compared isomer or geometry (same formula, charge and spin) is 35.17 kJ/mol. For the LUMO energy, the calculation gives 0.10 eV. The HOMO energy comes out at -8.56 eV. Its net charge is 0.

Density functional theory data (ωB97M-V/def2-TZVPD) for a cluster of 2 separate species, C10H15BCl2F3O3 in total.

Each line ends with the Löwdin charge.
Cartesian coordinates (Å):
O: -2.289 1.810 -0.677  0.01
C: -3.065 0.973 -1.071  -0.31
C: -3.219 -0.412 -0.554  -0.09
B: -1.834 -1.295 -0.360  -0.70
O: -1.150 -1.094 0.949  -0.07
C: 0.227 -0.982 0.672  -0.21
C: 0.224 -0.347 -0.708  -0.36
C: 1.546 -0.248 -1.473  -0.11
C: 1.383 -0.549 -2.970  -0.12
C: 0.727 0.563 -3.704  -0.22
F: 1.526 1.638 -3.940  0.05
C: -0.499 0.650 -4.163  -0.31
F: -1.422 -0.294 -4.093  0.14
F: -0.963 1.721 -4.805  0.12
O: -0.783 -1.040 -1.401  -0.05
H: -3.746 1.264 -1.908  0.10
H: -3.748 -0.353 0.407  0.10
H: -3.876 -0.949 -1.246  0.08
H: -2.194 -2.500 -0.468  0.09
H: 0.714 -1.975 0.680  0.13
H: 0.679 -0.325 1.423  0.04
H: -0.137 0.677 -0.509  0.14
H: 2.283 -0.943 -1.054  0.11
H: 1.935 0.769 -1.371  0.11
H: 2.371 -0.687 -3.419  0.12
H: 0.777 -1.446 -3.093  0.12
Cl: 2.545 0.296 2.928  0.60
C: 2.131 1.200 4.402  -0.66
C: 1.611 0.294 5.491  -0.68
Cl: 0.034 -0.412 5.074  0.56
H: 1.392 1.950 4.129  0.07
H: 3.035 1.701 4.747  0.07
H: 1.480 0.868 6.408  0.07
H: 2.303 -0.523 5.679  0.06

Its energy relative to the best compared isomer or geometry (same formula, charge and spin) is 0.00 kJ/mol. For the LUMO energy, the calculation gives 2.58 eV. The HOMO energy comes out at -3.88 eV. Its net charge is -1.

Density functional theory data (ωB97M-V/def2-TZVPD) for a structure of composition C36H36AsCl3OSSb2V.

Each line ends with the Löwdin charge.
Cartesian coordinates (Å):
V: 1.067 0.155 0.433  -0.02
C: 0.538 -2.693 3.949  -0.34
Sb: -1.369 -1.709 3.852  1.28
C: -1.895 -2.042 5.918  -0.34
C: -2.393 -3.519 3.201  -0.34
C: -3.683 -3.138 2.564  -0.32
C: -4.820 -2.968 3.354  -0.06
C: -6.019 -2.530 2.820  -0.09
C: -6.104 -2.252 1.464  -0.09
C: -4.985 -2.419 0.667  -0.06
C: -3.767 -2.853 1.192  -0.28
C: -2.609 -3.036 0.266  -0.31
Sb: -1.121 -1.454 -0.066  1.29
C: -2.612 -0.179 -0.940  -0.31
C: -0.509 -2.589 -1.777  -0.34
H: 0.416 -3.672 4.412  0.01
H: 1.250 -2.103 4.521  -0.01
H: 0.925 -2.814 2.936  -0.01
H: -1.352 -2.905 6.303  0.01
H: -2.965 -2.241 5.968  -0.01
H: -1.679 -1.174 6.536  -0.02
H: -2.543 -4.136 4.088  0.06
H: -1.720 -4.044 2.528  0.05
H: -4.757 -3.191 4.413  0.10
H: -6.884 -2.410 3.460  0.10
H: -7.036 -1.917 1.028  0.10
H: -5.053 -2.221 -0.397  0.11
H: -2.980 -3.107 -0.758  0.05
H: -2.053 -3.950 0.473  0.06
H: -3.024 -0.655 -1.830  0.01
H: -2.199 0.792 -1.212  -0.02
H: -3.409 -0.038 -0.210  0.00
H: -1.370 -2.773 -2.422  0.02
H: -0.124 -3.538 -1.404  0.02
H: 0.296 -2.103 -2.322  -0.03
S: 2.423 -1.516 -0.404  0.57
C: 3.066 -0.903 -1.941  -0.65
C: 4.163 -1.561 -2.506  -0.12
C: 4.649 -1.197 -3.748  -0.08
C: 4.047 -0.173 -4.470  -0.08
C: 2.963 0.490 -3.923  -0.12
C: 2.483 0.148 -2.661  -0.39
As: 0.983 1.093 -1.873  1.24
C: -0.188 1.251 -3.443  -0.35
C: -0.807 0.110 -3.948  -0.11
C: -1.612 0.181 -5.074  -0.07
C: -1.815 1.399 -5.709  -0.08
C: -1.207 2.539 -5.210  -0.08
C: -0.395 2.468 -4.084  -0.10
C: 1.575 2.951 -1.770  -0.44
C: 0.738 3.829 -1.084  -0.13
C: 1.103 5.154 -0.902  -0.08
C: 2.320 5.610 -1.393  -0.08
C: 3.161 4.737 -2.067  -0.07
C: 2.792 3.410 -2.254  -0.11
H: 4.619 -2.375 -1.958  0.10
H: 5.497 -1.726 -4.164  0.10
H: 4.414 0.098 -5.450  0.10
H: 2.471 1.276 -4.486  0.11
H: -0.661 -0.850 -3.467  0.06
H: -2.080 -0.717 -5.456  0.11
H: -2.443 1.457 -6.588  0.10
H: -1.358 3.494 -5.698  0.10
H: 0.072 3.371 -3.717  0.09
H: -0.212 3.480 -0.688  0.11
H: 0.444 5.827 -0.371  0.11
H: 2.612 6.640 -1.244  0.10
H: 4.113 5.087 -2.445  0.11
H: 3.467 2.737 -2.766  0.09
Cl: 5.154 3.654 5.117  0.66
C: 3.938 2.715 4.308  -0.67
C: 4.019 2.517 2.943  -0.12
C: 3.028 1.761 2.354  -0.49
Cl: 2.986 1.569 0.621  0.85
C: 1.950 1.170 3.016  -0.44
O: 1.042 0.462 2.361  -0.31
C: 1.910 1.437 4.394  -0.57
Cl: 0.604 0.833 5.356  0.70
C: 2.883 2.187 5.032  -0.13
H: 4.819 2.943 2.355  0.11
H: 2.810 2.359 6.096  0.11

Its spin multiplicity is 2. For the LUMO energy (alpha / beta), the calculation gives -0.09 / 0.02 eV. The HOMO energy (alpha / beta) comes out at -7.42 / -6.89 eV. The expectation value of S² is 0.79. Its net charge is 0.

Density functional theory data (ωB97M-V/def2-TZVPD) for the ion C14H22N with charge +1.

Each line ends with the Löwdin charge.
Cartesian coordinates (Å):
C: -3.515 -1.647 -1.294  -0.03
C: -3.284 -0.217 -0.803  -0.27
C: -3.341 0.767 -1.990  -0.12
C: -2.101 1.663 -1.926  -0.14
C: -1.088 0.984 -1.013  -0.06
N: -1.847 -0.077 -0.230  0.01
C: -1.758 0.046 1.251  -0.47
C: -2.472 -1.156 1.864  -0.02
C: -2.482 1.302 1.702  -0.01
C: -0.260 0.073 1.675  -0.17
C: 0.415 1.283 1.890  -0.05
C: 1.785 1.279 2.169  -0.05
C: 2.456 0.065 2.353  -0.06
C: 1.744 -1.137 2.292  -0.05
C: 0.385 -1.133 1.960  -0.03
H: -4.530 -1.738 -1.712  0.11
H: -2.805 -1.879 -2.112  0.10
H: -3.394 -2.391 -0.488  0.08
H: -3.983 0.066 0.000  0.13
H: -3.312 0.184 -2.917  0.12
H: -4.297 1.314 -1.998  0.13
H: -1.677 1.814 -2.926  0.12
H: -2.366 2.656 -1.552  0.12
H: -0.313 0.450 -1.591  0.15
H: -0.612 1.677 -0.319  0.11
H: -1.381 -0.983 -0.393  0.18
H: -2.112 -2.100 1.424  0.09
H: -2.274 -1.146 2.943  0.12
H: -3.557 -1.078 1.700  0.10
H: -2.057 2.227 1.298  0.09
H: -3.545 1.261 1.436  0.09
H: -2.417 1.350 2.796  0.12
H: -0.122 2.237 1.847  0.11
H: 2.294 2.234 2.303  0.12
H: 3.530 0.067 2.534  0.11
H: 2.237 -2.073 2.554  0.11
H: -0.163 -2.080 2.002  0.11

Its energy relative to the best compared isomer or geometry (same formula, charge and spin) is 3.36 kJ/mol. For the LUMO energy, the calculation gives -2.43 eV. The HOMO energy comes out at -12.66 eV. As for the SMILES: C[C@@H]1CCC[N@H+]1C(C)(C)c1ccccc1. Its net charge is +1.

Density functional theory data (ωB97M-V/def2-TZVPD) for the molecule C19H26N4O3.

Each line ends with the Löwdin charge.
Cartesian coordinates (Å):
C: 1.940 -1.210 5.763  -0.09
O: 2.520 -1.741 4.595  -0.08
C: 2.243 -1.182 3.370  -0.21
C: 2.482 -2.016 2.285  0.00
C: 2.285 -1.611 0.981  -0.04
C: 1.815 -0.327 0.721  -0.26
N: 1.647 0.175 -0.553  0.05
C: 1.472 -0.653 -1.720  -0.29
C: 0.189 -1.515 -1.662  -0.13
C: -0.307 -1.822 -3.071  -0.15
C: -0.752 -0.518 -3.759  -0.14
N: 0.003 0.596 -3.217  -0.05
C: -0.495 1.727 -2.692  -0.44
O: 0.192 2.526 -2.078  0.04
C: -1.999 1.993 -2.867  -0.03
N: -2.730 1.224 -1.897  -0.16
C: -2.748 1.406 -0.562  -0.06
C: -3.477 0.370 -0.029  -0.02
C: -3.862 -0.411 -1.135  -0.36
C: -4.665 -1.661 -1.142  -0.04
N: -3.394 0.122 -2.252  0.10
C: 1.390 0.262 -2.955  -0.08
C: 1.572 0.517 1.806  0.04
C: 1.792 0.125 3.118  -0.19
O: 1.589 0.963 4.189  -0.11
C: 1.127 2.267 3.949  -0.09
H: 2.395 -0.259 6.048  0.09
H: 2.131 -1.951 6.540  0.09
H: 0.862 -1.072 5.651  0.10
H: 2.841 -3.011 2.498  0.12
H: 2.502 -2.297 0.178  0.10
H: 1.151 1.055 -0.597  0.11
H: 2.351 -1.302 -1.817  0.14
H: -0.584 -0.966 -1.117  0.12
H: 0.381 -2.436 -1.113  0.11
H: 0.492 -2.307 -3.634  0.11
H: -1.153 -2.509 -3.032  0.11
H: -1.817 -0.375 -3.585  0.08
H: -0.574 -0.577 -4.840  0.13
H: -2.356 1.733 -3.863  0.13
H: -2.159 3.060 -2.684  0.14
H: -2.252 2.238 -0.105  0.12
H: -3.707 0.193 1.002  0.10
H: -4.784 -2.013 -2.163  0.07
H: -5.648 -1.482 -0.709  0.08
H: -4.170 -2.432 -0.551  0.08
H: 1.947 1.182 -2.775  0.13
H: 1.793 -0.234 -3.840  0.13
H: 1.221 1.515 1.593  0.11
H: 1.044 2.731 4.932  0.09
H: 1.831 2.841 3.339  0.10
H: 0.143 2.267 3.468  0.09

Its energy relative to the best compared isomer or geometry (same formula, charge and spin) is 328.56 kJ/mol. For the LUMO energy, the calculation gives 0.73 eV. The HOMO energy comes out at -7.00 eV. As for the SMILES: COc1ccc(N[C@H]2CCCN(C(=O)Cn3ccc(C)n3)C2)cc1OC. Its net charge is 0.